Record 1
Entry from the Open Molecules 2025 dataset: C9H40BCuN18O9 as an isolated structure in a non-equilibrium geometry (wB97M-V/def2-TZVPD).

```
78
Properties=species:S:1:pos:R:3
Cu 0.449 -1.462 3.348
B 0.342 0.111 0.018
H -0.034 -0.888 0.177
H 1.381 0.155 0.305
H 0.176 0.513 -0.969
H -0.222 0.708 0.717
C 5.407 -3.406 2.272
O 4.136 -3.308 2.143
N 6.070 -3.208 3.351
N 6.126 -3.629 1.239
H 5.634 -2.825 4.177
H 7.071 -3.312 3.262
H 5.615 -3.753 0.376
H 7.133 -3.594 1.298
C -2.955 -5.732 3.047
O -2.408 -4.688 2.898
N -2.400 -6.843 2.794
N -4.258 -5.868 3.234
H -1.457 -6.907 2.438
H -2.846 -7.732 2.970
H -4.832 -5.138 3.630
H -4.522 -6.801 3.518
C -2.969 -1.751 -4.791
O -3.552 -1.721 -5.847
N -3.262 -2.352 -3.617
N -1.658 -1.366 -4.653
H -4.142 -2.844 -3.677
H -2.657 -2.124 -2.841
H -1.329 -0.888 -5.480
H -1.166 -1.100 -3.813
C 5.174 1.683 -1.625
O 6.151 2.057 -2.187
N 4.390 2.312 -0.770
N 4.652 0.574 -1.929
H 3.690 1.730 -0.332
H 4.368 3.310 -0.619
H 5.108 -0.045 -2.584
H 3.843 0.373 -1.359
C 2.566 -5.968 -2.688
O 2.000 -6.512 -1.762
N 3.843 -6.114 -2.959
N 2.059 -4.946 -3.294
H 4.271 -5.639 -3.741
H 4.396 -6.776 -2.434
H 1.122 -4.745 -2.976
H 2.557 -4.409 -3.990
C -1.413 6.581 0.401
O -1.684 6.699 1.591
N -1.038 7.545 -0.337
N -1.148 5.373 -0.051
H -0.840 8.426 0.116
H -1.004 7.523 -1.346
H -1.374 4.549 0.487
H -0.648 5.174 -0.906
C -3.936 4.567 -4.407
O -4.645 4.075 -3.551
N -2.759 4.143 -4.800
N -4.153 5.758 -4.764
H -2.156 4.838 -5.215
H -2.583 3.150 -4.862
H -4.976 6.184 -4.364
H -3.633 6.221 -5.496
C -6.200 0.682 1.964
O -6.470 -0.075 2.854
N -5.198 1.505 2.030
N -6.716 0.712 0.736
H -5.270 2.219 1.319
H -4.557 1.439 2.808
H -6.345 1.391 0.087
H -7.469 0.115 0.426
C 2.833 2.821 5.794
O 2.596 1.878 5.111
N 2.000 3.751 5.920
N 3.843 3.010 6.692
H 1.300 3.699 5.193
H 1.932 4.565 6.514
H 4.007 3.953 7.015
H 4.643 2.398 6.764
```

## Properties
energy = -100535.4972 eV
maximum force = 8.288 eV Å⁻¹
2S+1 = 2
expectation value of S² = 0.7532
total charge = +1
HOMO energy (spin up / spin down) = -11.29 / -11.29 eV
orbital gap (spin up / spin down) = 4.97 / 2.77 eV

Here are the Mulliken charges for atoms 1 to 4, given in e: 0.9797, 0.1479, -0.0027, -0.1665



Record 2
Entry from the Open Molecules 2025 dataset: C3H8BBr2NaO3 as an isolated structure in a non-equilibrium geometry (wB97M-V/def2-TZVPD).

```
18
Properties=species:S:1:pos:R:3
Na -1.033 -0.490 1.180
C -2.175 -2.474 2.867
O -3.058 -3.251 3.346
O -1.407 -2.822 1.941
O -2.304 -1.289 3.081
B -2.395 -0.871 -0.856
H -2.657 0.175 -0.825
H -2.796 -1.319 -1.752
H -1.323 -0.974 -0.933
H -2.733 -1.437 -0.002
Br 4.895 2.620 -1.736
C 3.383 1.896 -0.662
C 2.082 1.751 -1.441
Br 0.668 1.314 -0.175
H 3.170 2.636 0.109
H 3.734 1.009 -0.135
H 2.200 0.867 -2.068
H 1.748 2.661 -1.940
```

## Properties
energy = -154560.1441 eV
maximum force = 4.735 eV Å⁻¹
2S+1 = 2
expectation value of S² = 0.7588
total charge = -1
HOMO energy (spin up / spin down) = -5.77 / -5.68 eV
orbital gap (spin up / spin down) = 7.72 / 7.63 eV

Here are the Mulliken charges for atoms 1 to 4, given in e: 0.4381, 0.9778, -0.5153, -0.6473



Record 3
Entry from the Open Molecules 2025 dataset: an isolated ion of composition C15H11F8N3O4PS2 and charge +1 in a non-equilibrium geometry (wB97M-V/def2-TZVPD).

```
44
Properties=species:S:1:pos:R:3
N 0.606 -2.886 2.682
C -0.453 -3.035 1.625
C -0.042 -2.004 0.501
C 0.613 -2.486 -0.737
C 0.882 -4.021 -0.975
O 0.009 -4.817 -1.021
O 2.244 -4.387 -1.131
F 3.022 -3.530 -0.387
C 0.972 -1.437 -1.757
P 1.756 -1.961 -3.391
S 0.734 -1.027 -4.781
C 0.704 -0.035 -1.462
N 0.083 0.391 -0.275
S -0.177 2.108 -0.051
O -1.576 2.409 -0.298
O 0.149 2.539 1.303
C 0.958 3.129 -1.167
F 2.234 2.612 -1.223
F 1.084 4.332 -0.503
C 0.336 3.454 -2.590
F -0.574 2.511 -3.026
F 1.388 3.425 -3.501
C -0.334 4.881 -2.724
F -1.006 4.899 -3.932
F -1.290 5.118 -1.765
F 0.569 5.901 -2.794
C -0.312 -0.551 0.693
C -1.036 -0.150 1.985
C -2.475 0.195 2.054
C -3.192 0.585 3.269
N -2.553 0.619 4.476
C -1.238 0.272 4.450
C -0.373 -0.100 3.329
H 1.495 -3.217 2.293
H 0.353 -3.414 3.519
H -0.368 -4.100 1.264
H -1.447 -2.801 2.081
H 1.468 -3.358 -3.575
H 3.148 -1.673 -3.422
H 1.002 0.693 -2.266
H -3.064 0.155 1.097
H -4.287 0.829 3.230
H -0.728 0.269 5.455
H 0.716 -0.337 3.447
```

## Properties
energy = -81076.3441 eV
maximum force = 7.088 eV Å⁻¹
total charge = +1
HOMO energy = -12.25 eV
orbital gap = 6.26 eV

Here are the Mulliken charges for atoms 1 to 4, given in e: -0.4729, -1.1991, 0.0899, 0.7846



Record 4
Entry from the Open Molecules 2025 dataset: C36H53BBaF2N7O5S5 as an isolated structure in a non-equilibrium geometry (wB97M-V/def2-TZVPD).

```
110
Properties=species:S:1:pos:R:3
Ba -1.004 -0.234 0.497
C -2.008 -1.941 4.170
N -0.918 -1.131 3.506
C -0.813 0.276 3.952
C -2.033 1.038 3.691
C -2.654 1.811 4.650
C -3.776 2.559 4.255
C -4.299 2.509 2.946
C -3.642 1.589 2.083
N -2.464 1.074 2.399
C 0.370 -1.717 3.994
C 0.664 -3.111 3.583
C 1.232 -4.079 4.473
C 1.487 -5.366 4.032
C 1.361 -5.599 2.689
C 0.804 -4.619 1.895
N 0.388 -3.387 2.306
C -3.095 -2.438 3.197
C -3.956 -3.502 3.611
C -4.844 -4.050 2.635
C -4.894 -3.438 1.362
C -4.198 -2.272 1.159
N -3.160 -1.920 1.964
H -2.474 -1.428 4.992
H -1.534 -2.808 4.669
H 0.051 0.753 3.445
H -0.530 0.303 5.044
H -2.338 1.649 5.677
H -4.280 3.198 4.969
H -5.211 3.065 2.662
H -4.168 1.315 1.106
H 0.342 -1.612 5.084
H 1.164 -1.019 3.614
H 1.408 -3.846 5.513
H 1.897 -6.077 4.704
H 1.739 -6.530 2.253
H 0.865 -4.710 0.779
H -3.880 -3.949 4.643
H -5.391 -4.969 2.681
H -5.474 -3.811 0.486
H -4.447 -1.583 0.325
C -4.061 -2.321 -3.536
C -3.024 -1.751 -2.521
S -2.889 0.084 -2.541
C -2.241 0.212 -4.282
C -3.239 0.336 -5.438
S -4.844 0.986 -4.954
C -6.093 0.143 -5.921
C -6.358 -1.228 -5.324
S -5.542 -1.317 -3.647
H -4.361 -3.285 -3.204
H -3.562 -2.315 -4.529
H -2.017 -2.186 -2.716
H -3.412 -2.239 -1.614
H -1.406 -0.562 -4.278
H -1.691 1.288 -4.402
H -3.315 -0.535 -6.133
H -2.894 1.228 -6.003
H -5.785 0.129 -6.954
H -6.998 0.767 -5.848
H -5.995 -2.061 -5.987
H -7.421 -1.399 -5.242
F -0.309 2.083 -5.880
B -1.033 2.368 -4.830
F -0.691 3.362 -4.021
C 7.914 6.655 1.019
C 6.640 5.761 1.013
S 6.509 4.530 -0.224
O 6.307 5.180 -1.519
O 7.622 3.596 -0.130
C 4.989 3.620 0.044
C 3.630 4.126 -0.506
N 2.463 3.376 0.095
C 1.928 2.215 -0.216
N 0.792 1.921 0.471
C 0.643 2.968 1.339
C 1.637 3.900 1.147
N 1.856 5.069 1.944
O 2.893 5.752 1.811
O 0.917 5.341 2.737
C 2.458 1.353 -1.256
H 7.954 7.287 1.939
H 7.913 7.341 0.130
H 8.802 6.056 0.918
H 5.771 6.408 0.951
H 6.692 5.132 1.967
H 4.908 3.494 1.153
H 5.192 2.634 -0.454
H 3.634 3.982 -1.548
H 3.419 5.159 -0.231
H -0.127 3.048 2.134
H 2.966 0.407 -0.872
H 3.198 1.872 -1.917
H 1.610 0.932 -1.849
C 4.464 -3.670 -0.650
C 3.584 -2.409 -0.752
S 1.886 -2.696 -1.328
O 0.897 -1.710 -0.610
C 2.022 -2.236 -3.120
C 0.739 -2.055 -3.828
H 5.504 -3.410 -0.778
H 4.245 -4.325 -1.479
H 4.354 -4.241 0.256
H 4.098 -1.619 -1.221
H 3.372 -2.121 0.331
H 2.738 -2.957 -3.604
H 2.540 -1.272 -3.021
H 0.369 -3.085 -4.022
H 0.951 -1.649 -4.830
H 0.000 -1.443 -3.329
```

## Properties
energy = -119829.2038 eV
maximum force = 4.589 eV Å⁻¹
total charge = +1
HOMO energy (spin up / spin down) = -5.82 / -5.82 eV
orbital gap (spin up / spin down) = 2.51 / 2.51 eV

Here are the Mulliken charges for atoms 1 to 4, given in e: 1.3737, -1.3725, 0.8850, -0.8709



Record 5
Entry from the Open Molecules 2025 dataset: a 3-piece molecular cluster, C42H76N7O9 overall in a non-equilibrium geometry (wB97M-V/def2-TZVPD).

```
134
Properties=species:S:1:pos:R:3
C 2.158 -4.227 3.868
C 2.623 -3.101 2.967
C 2.173 -1.721 3.435
C 0.801 -1.337 2.981
N -0.322 -2.231 3.443
C -1.342 -1.384 3.000
N -2.244 -1.783 2.192
C -2.307 -3.240 1.890
C -3.488 -3.713 1.069
C -3.319 -3.550 -0.439
C -4.113 -4.567 -1.258
C -5.551 -4.193 -1.537
N -6.399 -4.338 -0.352
C -3.171 -0.824 1.542
C -4.511 -0.772 2.262
C -5.769 -0.558 1.367
N -5.603 -0.708 -0.078
C -6.085 0.402 -0.903
C -5.037 1.299 -1.511
C -5.221 2.688 -1.461
C -4.306 3.595 -2.024
C -3.169 3.106 -2.661
C -2.972 1.724 -2.749
C -3.895 0.830 -2.184
O -3.699 -0.532 -2.342
N -1.160 -0.026 3.358
C 0.304 0.085 3.409
O 0.608 0.322 4.772
C 0.860 1.193 2.535
C -0.003 1.430 1.351
O -0.684 2.376 1.200
O 0.047 0.404 0.499
O 4.031 -2.993 2.911
C 4.748 -4.181 2.623
C 5.958 -3.902 1.775
C 6.311 -2.606 1.360
C 7.457 -2.403 0.568
C 8.263 -3.486 0.187
C 7.917 -4.784 0.605
C 6.775 -4.988 1.394
H 2.189 -5.182 3.359
H 2.802 -4.284 4.739
H 1.137 -4.076 4.188
H 2.247 -3.249 1.948
H 2.278 -1.652 4.512
H 2.860 -1.020 2.966
H 0.741 -1.350 1.894
H -0.336 -2.188 4.462
H -2.222 -3.761 2.831
H -1.409 -3.477 1.328
H -3.549 -4.780 1.260
H -4.424 -3.303 1.427
H -3.613 -2.560 -0.765
H -2.264 -3.672 -0.673
H -4.125 -5.521 -0.738
H -3.614 -4.738 -2.207
H -5.937 -4.873 -2.289
H -5.605 -3.198 -1.987
H -7.374 -4.337 -0.610
H -6.264 -3.579 0.301
H -3.242 -1.077 0.494
H -2.697 0.143 1.613
H -4.646 -1.642 2.894
H -4.448 0.065 2.950
H -6.179 0.420 1.591
H -6.525 -1.262 1.701
H -6.043 -1.564 -0.369
H -6.756 1.025 -0.315
H -6.684 0.004 -1.718
H -6.099 3.069 -0.966
H -4.487 4.654 -1.963
H -2.445 3.769 -3.100
H -2.113 1.324 -3.271
H -3.277 -0.667 -3.196
H -1.479 0.094 4.317
H 1.452 0.778 4.848
H 1.849 0.886 2.206
H 0.898 2.119 3.090
H -0.667 0.562 -0.142
H 5.080 -4.622 3.560
H 4.112 -4.884 2.091
H 5.700 -1.768 1.645
H 7.712 -1.403 0.260
H 9.132 -3.317 -0.426
H 8.527 -5.624 0.318
H 6.521 -5.991 1.702
C 4.745 6.639 1.450
O 4.939 7.020 2.796
C 3.869 7.767 3.360
C 3.195 6.986 4.464
N 2.478 5.836 3.926
C 1.967 4.918 4.933
C 2.960 4.139 5.783
O 3.708 3.185 5.045
C 4.909 3.661 4.458
H 5.668 6.171 1.112
H 3.924 5.921 1.335
H 4.538 7.506 0.816
H 3.147 8.046 2.588
H 4.287 8.685 3.782
H 2.484 7.637 4.980
H 3.973 6.701 5.186
H 3.098 5.332 3.305
H 1.351 4.174 4.417
H 1.295 5.473 5.594
H 2.384 3.560 6.511
H 3.626 4.791 6.359
H 5.359 4.454 5.059
H 4.754 4.034 3.442
H 5.603 2.822 4.410
C -0.756 1.209 -10.171
O -1.368 0.128 -9.493
C -0.552 -1.029 -9.366
C -0.219 -1.287 -7.915
N 0.672 -0.260 -7.392
C 0.886 -0.313 -5.954
C -0.308 -0.051 -5.044
O -0.808 1.273 -5.103
C -1.769 1.526 -6.119
H -1.513 1.981 -10.292
H 0.087 1.626 -9.610
H -0.401 0.907 -11.160
H 0.361 -0.924 -9.958
H -1.114 -1.881 -9.757
H 0.272 -2.260 -7.826
H -1.173 -1.342 -7.368
H 0.302 0.649 -7.637
H 1.652 0.426 -5.706
H 1.300 -1.295 -5.701
H 0.034 -0.198 -4.013
H -1.122 -0.768 -5.220
H -2.374 0.640 -6.327
H -1.306 1.865 -7.048
H -2.421 2.322 -5.758
```

## Properties
energy = -73636.2339 eV
maximum force = 2.086 eV Å⁻¹
total charge = +1
HOMO energy = -10.36 eV
orbital gap = 7.71 eV

Here are the Mulliken charges for atoms 1 to 4, given in e: -1.5205, 0.3421, -1.5711, -0.0044



Record 6
Entry from the Open Molecules 2025 dataset: a single C20H35N5O3 molecule (wB97M-V/def2-TZVPD).

```
63
Properties=species:S:1:pos:R:3
C -1.454 2.772 -1.887
C -2.352 1.668 -1.337
C -3.774 2.179 -1.118
C -1.807 1.132 -0.007
N -0.468 0.566 -0.115
C 0.599 1.289 0.334
O 0.438 2.328 0.942
C 1.959 0.646 0.048
N 3.118 1.086 0.772
C 3.107 0.943 2.208
C 2.746 2.186 3.038
C 3.850 3.243 3.016
C 3.770 4.217 1.835
C 3.297 3.594 0.519
C 3.873 2.198 0.242
C -0.353 -0.645 -0.846
C -0.725 -1.824 -0.240
N -1.155 -1.821 1.055
N -0.717 -3.011 -0.927
C -1.221 -4.242 -0.339
C -2.749 -4.253 -0.179
C -3.425 -4.025 -1.528
C -3.172 -5.592 0.419
C -0.292 -3.083 -2.251
O -0.271 -4.123 -2.866
N 0.114 -1.900 -2.793
C 0.129 -0.634 -2.200
O 0.545 0.321 -2.822
H -0.483 2.368 -2.162
H -1.310 3.551 -1.141
H -1.901 3.214 -2.774
H -2.379 0.845 -2.061
H -4.416 1.391 -0.730
H -4.195 2.534 -2.056
H -3.772 3.004 -0.409
H -1.739 1.949 0.715
H -2.484 0.362 0.379
H 1.853 -0.437 0.214
H 2.149 0.795 -1.019
H 4.111 0.612 2.512
H 2.409 0.137 2.452
H 2.597 1.852 4.069
H 1.810 2.609 2.681
H 4.818 2.734 3.008
H 3.808 3.827 3.939
H 4.760 4.661 1.693
H 3.085 5.030 2.087
H 2.211 3.518 0.522
H 3.575 4.264 -0.297
H 3.942 2.046 -0.839
H 4.886 2.126 0.651
H -1.128 -2.680 1.577
H -0.926 -0.985 1.570
H -0.931 -5.037 -1.030
H -0.725 -4.427 0.619
H -3.052 -3.449 0.501
H -4.504 -4.106 -1.426
H -3.087 -4.762 -2.252
H -3.195 -3.034 -1.915
H -2.901 -6.405 -0.250
H -2.691 -5.761 1.380
H -4.248 -5.615 0.568
H 0.444 -1.946 -3.750
```

## Properties
energy = -34903.3644 eV
maximum force = 0.665 eV Å⁻¹
HOMO energy = -7.76 eV
orbital gap = 8.06 eV

Here are the Mulliken charges for atoms 1 to 4, given in e: -1.3485, 1.3219, -1.6893, -1.5207